{
  "formula": "C21H29O3RbS4Se2",
  "method": "wB97M-V/def2-TZVPD",
  "species": ["Rb", "C", "C", "C", "C", "C", "C", "C", "C", "C", "C", "H", "H", "H", "H", "H", "H", "H", "H", "H", "H", "H", "H", "H", "H", "C", "Se", "C", "C", "Se", "C", "H", "H", "H", "H", "H", "H", "H", "H", "H", "H", "S", "S", "S", "S", "O", "C", "C", "C", "C", "C", "C", "C", "O", "O", "H", "H", "H", "H", "H"],
  "positions_angstrom": [[1.391, 0.626, 1.458], [4.290, -2.261, -1.841], [3.277, -2.916, -0.901], [3.374, -2.284, 0.493], [1.849, -2.855, -1.408], [1.459, -2.079, -2.490], [0.137, -2.069, -2.924], [-0.829, -2.837, -2.293], [-2.257, -2.849, -2.772], [-0.441, -3.608, -1.200], [0.871, -3.616, -0.766], [5.302, -2.459, -1.481], [4.147, -1.178, -1.851], [4.204, -2.643, -2.861], [3.531, -3.979, -0.803], [3.289, -1.198, 0.410], [4.344, -2.508, 0.944], [2.591, -2.647, 1.161], [2.185, -1.466, -3.006], [-0.145, -1.432, -3.756], [-2.532, -3.839, -3.145], [-2.400, -2.126, -3.575], [-2.934, -2.601, -1.952], [-1.187, -4.191, -0.672], [1.135, -4.203, 0.106], [-2.964, 3.141, 0.747], [-1.344, 2.160, 0.273], [-0.840, 3.521, -1.116], [-1.615, 3.429, -2.428], [-1.691, 1.679, -3.337], [-3.343, 0.914, -2.638], [-2.695, 4.153, 1.048], [-3.409, 2.591, 1.570], [-3.657, 3.170, -0.096], [0.226, 3.356, -1.271], [-0.971, 4.525, -0.703], [-1.161, 4.075, -3.183], [-2.657, 3.731, -2.306], [-4.117, 1.681, -2.643], [-3.185, 0.534, -1.634], [-3.621, 0.110, -3.315], [-2.525, -0.072, 1.605], [-2.237, -0.636, 3.555], [-0.221, -0.569, 4.103], [0.850, -2.199, 3.569], [5.061, 3.202, -1.812], [4.086, 2.597, -2.561], [4.136, 2.608, -3.950], [3.136, 1.990, -4.691], [2.075, 1.383, -4.042], [2.032, 1.381, -2.653], [3.033, 1.971, -1.898], [2.967, 1.928, -0.370], [3.707, 1.092, 0.190], [2.150, 2.698, 0.170], [5.709, 3.584, -2.407], [4.962, 3.105, -4.451], [3.196, 1.992, -5.773], [1.277, 0.918, -4.609], [1.198, 0.917, -2.139]],
  "mulliken_charge": [0.91, -1.68, 0.92, -0.74, -0.23, 0.00, -0.67, 1.21, -1.60, -0.78, -0.57, 0.46, 0.20, 0.41, 0.33, -0.24, 0.36, 0.32, 0.39, 0.24, 0.39, 0.23, 0.36, 0.32, 0.35, -1.00, 0.02, -0.53, -0.84, 0.04, -0.81, 0.28, 0.36, 0.24, -0.05, 0.50, 0.43, 0.38, 0.34, 0.11, 0.34, -0.55, -0.22, -0.30, -0.62, -0.56, 1.34, -0.75, -0.73, -1.19, 0.08, 0.22, 0.04, -0.85, -0.78, 0.31, 0.21, 0.37, 0.35, 0.94],
  "charge": -2,
  "total_energy_ev": -203082.264,
  "gap_ev": 4.338,
  "e_above_lowest_ev": 0.012
}



{
  "formula": "C4H11ClS",
  "method": "wB97M-V/def2-TZVPD",
  "species": ["C", "C", "Cl", "H", "H", "H", "H", "H", "C", "S", "C", "H", "H", "H", "H", "H", "H"],
  "positions_angstrom": [[2.265, -1.521, 1.131], [1.757, -1.957, -0.226], [0.213, -2.850, -0.081], [3.216, -0.975, 1.011], [2.441, -2.395, 1.781], [1.537, -0.857, 1.625], [1.565, -1.097, -0.896], [2.467, -2.633, -0.741], [-1.758, 1.669, 0.958], [-0.764, 2.328, -0.392], [-1.633, 1.540, -1.758], [-1.352, 2.063, 1.905], [-1.717, 0.567, 0.988], [-2.813, 1.980, 0.871], [-1.594, 0.441, -1.681], [-2.690, 1.853, -1.798], [-1.140, 1.845, -2.697]],
  "mulliken_charge": [-0.95, -0.21, -0.23, 0.28, 0.30, 0.26, 0.25, 0.30, -0.79, -0.06, -0.78, 0.28, 0.23, 0.31, 0.23, 0.29, 0.28],
  "charge": 0,
  "total_energy_ev": -27684.070,
  "gap_ev": 9.409,
  "e_above_lowest_ev": 0.000
}



{
  "formula": "C22H31BCrF6N9O5S5",
  "method": "wB97M-V/def2-TZVPD",
  "species": ["Cr", "C", "N", "C", "C", "N", "B", "N", "C", "C", "N", "C", "C", "S", "C", "S", "H", "H", "H", "H", "H", "H", "H", "H", "H", "H", "H", "H", "C", "C", "N", "C", "C", "C", "S", "N", "C", "O", "C", "C", "C", "C", "C", "C", "H", "H", "H", "H", "H", "H", "H", "H", "H", "H", "H", "H", "H", "H", "H", "F", "C", "F", "F", "S", "O", "O", "N", "S", "O", "O", "C", "F", "F", "F", "N", "N", "H", "H", "H", "H"],
  "positions_angstrom": [[-1.042, 0.140, 0.333], [-2.519, 5.749, -1.832], [-2.076, 4.692, -2.708], [-0.893, 4.672, -3.419], [-0.842, 3.485, -4.053], [-1.966, 2.756, -3.717], [-2.176, 1.320, -4.231], [-0.942, 0.378, -3.830], [-0.599, -0.626, -4.702], [0.525, -1.233, -4.266], [0.875, -0.607, -3.101], [2.052, -0.892, -2.311], [-0.042, 0.355, -2.822], [0.138, 1.312, -1.384], [-2.729, 3.512, -2.894], [-4.270, 3.193, -2.270], [-2.038, 6.680, -2.124], [-2.274, 5.516, -0.795], [-3.600, 5.848, -1.899], [-0.205, 5.498, -3.411], [-0.093, 3.078, -4.709], [-2.143, 1.354, -5.430], [-3.201, 0.854, -3.822], [-1.188, -0.802, -5.584], [1.102, -2.038, -4.685], [2.380, -1.910, -2.511], [1.816, -0.779, -1.257], [2.860, -0.202, -2.559], [3.986, -3.714, -0.247], [2.753, -4.140, 0.543], [1.525, -3.634, -0.062], [0.891, -4.495, -1.053], [-0.170, -5.402, -0.434], [1.010, -2.452, 0.320], [-0.496, -1.993, -0.411], [1.731, -1.767, 1.200], [1.479, -0.569, 1.703], [0.498, 0.184, 1.433], [2.482, -0.046, 2.659], [3.458, -0.866, 3.221], [4.383, -0.335, 4.102], [4.340, 1.012, 4.434], [3.369, 1.832, 3.878], [2.442, 1.307, 2.997], [4.885, -4.133, 0.205], [4.064, -2.627, -0.245], [3.925, -4.065, -1.278], [2.819, -3.756, 1.557], [2.686, -5.229, 0.578], [1.680, -5.093, -1.512], [0.433, -3.873, -1.822], [0.263, -6.043, 0.335], [-0.617, -6.033, -1.202], [-0.953, -4.797, 0.018], [3.479, -1.913, 2.956], [5.138, -0.977, 4.535], [5.065, 1.422, 5.126], [3.331, 2.883, 4.133], [1.690, 1.934, 2.541], [-1.763, -1.950, 4.549], [-1.678, -0.627, 4.429], [-0.440, -0.322, 4.041], [-1.913, -0.066, 5.605], [-2.880, -0.065, 3.124], [-2.252, -0.563, 1.900], [-4.115, -0.688, 3.446], [-2.922, 1.483, 3.269], [-2.341, 2.561, 2.292], [-1.675, 2.014, 1.119], [-3.223, 3.648, 2.075], [-0.963, 3.298, 3.315], [-0.038, 3.840, 2.519], [-0.381, 2.359, 4.062], [-1.438, 4.240, 4.118], [-3.501, -1.276, -0.599], [-2.836, -0.010, -0.736], [-4.454, -1.202, -0.937], [-3.527, -1.522, 0.381], [-3.421, 0.789, -0.454], [-2.713, 0.133, -1.736]],
  "mulliken_charge": [0.02, -0.87, 0.22, -0.53, -0.62, 0.32, 0.18, 0.33, -0.94, -0.37, 0.47, -0.88, -0.19, -0.38, -0.16, -0.43, 0.32, 0.25, 0.35, 0.46, 0.51, -0.20, -0.13, 0.53, 0.50, 0.35, 0.03, 0.28, -1.09, -0.64, 0.50, -0.82, -1.16, -0.14, -0.29, -0.09, 0.00, 0.36, 0.40, -0.11, -0.76, -0.40, -0.94, -0.26, 0.42, 0.22, 0.32, 0.33, 0.46, 0.54, 0.35, 0.33, 0.42, 0.27, 0.42, 0.43, 0.40, 0.44, 0.42, -0.23, 0.59, -0.07, -0.24, 1.22, -0.41, -0.67, -0.64, 1.20, -0.33, -0.59, 0.56, -0.22, -0.21, -0.22, -0.51, 0.23, 0.28, 0.17, 0.33, 0.03],
  "charge": 0,
  "total_energy_ev": -146546.870,
  "multiplicity": 2,
  "gap_ev": [5.024, 5.607],
  "s2": 0.7597
}



{
  "formula": "H11NO4",
  "method": "wB97M-V/def2-TZVPD",
  "species": ["N", "H", "H", "H", "H", "H", "O", "H", "H", "O", "H", "H", "O", "H", "H", "O"],
  "positions_angstrom": [[-2.603, 0.690, 0.148], [-3.440, 0.934, -0.362], [-2.345, 1.559, 0.611], [-1.759, 0.521, -0.384], [-0.448, -1.553, -1.003], [-1.892, -1.009, -0.823], [-1.365, -1.721, -1.219], [0.903, 0.532, -1.917], [0.494, -1.076, 0.303], [0.720, 0.281, -0.996], [2.316, -0.497, -0.133], [3.097, -1.174, 0.998], [3.139, -0.440, 0.379], [0.266, 0.627, 0.953], [0.850, 1.515, 2.061], [0.022, 1.163, 1.713]],
  "mulliken_charge": [-0.74, 0.20, 0.24, 0.30, 0.26, 0.38, -0.58, 0.21, 0.29, -0.64, 0.32, 0.34, -0.62, 0.34, 0.32, -0.61],
  "charge": 0,
  "total_energy_ev": -9852.521,
  "gap_ev": 6.195,
  "e_above_lowest_ev": 7.198
}



{
  "formula": "C3H2I3N",
  "method": "wB97M-V/def2-TZVPD",
  "species": ["I", "C", "N", "C", "C", "I", "I", "H", "H"],
  "positions_angstrom": [[-2.444, -1.130, 1.731], [-1.862, 0.056, 0.016], [-0.406, -0.001, -0.381], [0.799, -0.029, -0.049], [2.180, 0.021, -0.046], [3.131, 1.750, 0.653], [3.082, -1.529, -1.199], [-2.357, -0.172, -0.991], [-2.122, 1.034, 0.266]],
  "mulliken_charge": [0.08, -0.55, -0.34, 0.58, -0.63, 0.11, 0.08, 0.33, 0.35],
  "charge": 0,
  "total_energy_ev": -28932.467,
  "gap_ev": 7.638,
  "e_above_lowest_ev": 1.277
}



{
  "formula": "C4H2CsNaO2",
  "method": "wB97M-V/def2-TZVPD",
  "species": ["C", "C", "O", "Cs", "H", "C", "C", "O", "Na", "H"],
  "positions_angstrom": [[-1.505, -3.548, -1.506], [-0.537, -3.514, -0.769], [-2.483, -3.054, -2.186], [-1.267, 0.919, 1.427], [0.225, -3.510, -0.023], [3.269, 0.806, -0.817], [4.017, 1.821, -0.475], [4.690, 2.743, -0.170], [0.846, 1.278, -0.943], [3.634, -0.210, -1.076]],
  "mulliken_charge": [0.34, -0.81, -0.73, 0.99, 0.33, -0.94, 0.45, -0.48, 0.61, 0.23],
  "charge": 0,
  "total_energy_ev": -13232.851,
  "gap_ev": [3.197, 3.199],
  "e_above_lowest_ev": 1.671
}